<w>
# C5H9N2OS

A gas-phase ion, C5H9N2OS (charge +1) (ωB97M-V/def2-TZVPD, the Open Molecules 2025 dataset).

Results
Charge ... +1
Orbital gap ... 9.753 eV

Atoms and positions in Å:
C (-0.83804, 0.05534, -2.46543)
C (-1.26862, 1.31114, -2.21447)
C (0.10329, 0.39826, -0.43691)
C (-0.78358, -0.29123, 1.81596)
C (0.73667, -0.01084, 0.84638)
N (-0.06902, -0.43586, -1.45511)
N (1.46597, -1.21937, 0.69179)
O (1.38226, 1.08974, 1.38983)
S (-0.67821, 1.88126, -0.69676)
H (-1.04125, -0.53629, -3.33912)
H (-1.90141, 1.92792, -2.82309)
H (-0.44796, -0.63993, 2.78357)
H (-1.29063, 0.65926, 1.87359)
H (-1.35406, -1.05374, 1.30556)
H (0.35552, -1.35890, -1.43466)
H (2.37297, -1.02752, 0.27141)
H (1.63235, -1.68751, 1.57459)
H (1.62375, 0.93827, 2.31286)


<x>
# C5H9N2OS

2 unconnected molecules or ions with the total composition C5H9N2OS (ωB97M-V/def2-TZVPD, the Open Molecules 2025 dataset).

Results
Charge ... +1
Orbital gap ... 9.367 eV

Atoms and positions in Å:
C (3.52885, 0.26013, 0.25744)
C (-0.76076, 1.64633, -0.10650)
C (-0.18522, 0.40228, -0.24287)
C (-2.15229, 1.70996, -0.35548)
C (0.20170, -2.04533, -0.03424)
N (4.06310, -0.70324, 0.73556)
N (0.21012, -0.68425, -0.65814)
O (-0.12864, 2.74978, 0.32498)
S (2.88280, 1.45607, -0.53126)
H (-2.54348, 2.62074, -0.65003)
H (-2.78489, 1.43265, 0.52625)
H (-2.25257, 1.05699, -1.17185)
H (-0.79532, -2.12595, 0.43375)
H (0.42309, -2.77694, -0.79466)
H (1.09811, -2.07430, 0.72264)
H (4.95762, -0.85350, 1.15387)
H (0.92720, -0.74929, -1.45561)
H (0.79398, 2.65461, 0.47901)


Least stable: <x>


<w>
# C8H6O4

A single C8H6O4 molecule (ωB97M-V/def2-TZVPD, the Open Molecules 2025 dataset).

Results
Orbital gap ... 9.361 eV

Atoms and positions in Å:
C (-1.22590, 0.16143, -1.88112)
C (-0.19050, -0.22448, -0.81829)
C (0.89157, -1.02705, -1.34669)
C (1.92775, -1.40945, -0.52972)
C (1.87964, -1.03280, 0.79863)
C (0.91744, -0.23099, 1.30445)
C (-0.18294, 0.19145, 0.50181)
C (-1.21897, 1.06494, 1.14274)
H (-2.55239, 1.01873, -0.57883)
H (0.83656, -1.35325, -2.43062)
H (2.68032, -2.20552, -0.83666)
H (2.72979, -1.32715, 1.38550)
H (1.25656, 0.13349, 2.31342)
H (-1.48100, 2.46096, 2.46739)
O (-2.31305, 1.00128, -1.57818)
O (-0.74250, -0.10706, -3.01207)
O (-0.75885, 1.78779, 2.16643)
O (-2.45351, 1.09770, 0.93181)


<x>
# C8H6O4

A molecular structure, C8H6O4 (ωB97M-V/def2-TZVPD, the Open Molecules 2025 dataset).

Results
Orbital gap ... 8.379 eV

Atoms and positions in Å:
C (0.38645, 0.63764, 0.44564)
C (0.32118, -0.81400, 0.17982)
C (1.63355, 1.04380, 0.15850)
C (1.52093, -1.09896, -0.38255)
C (-1.84070, 1.11275, -0.60453)
C (-2.08016, -0.02185, -1.17134)
C (-1.06795, 0.75008, 0.70677)
C (-1.11985, -0.81063, 0.37475)
O (2.39972, -0.02828, -0.29091)
O (2.22942, 2.29322, 0.30841)
O (2.14122, -2.27183, -0.74438)
O (-1.79547, -1.80977, 1.00235)
H (-2.24300, 2.13453, -0.97273)
H (-2.29874, -0.57794, -2.05343)
H (-1.20322, 1.25867, 1.72662)
H (2.57764, 2.34820, 1.24982)
H (3.13942, -2.26430, -0.60758)
H (-2.70043, -1.88132, 0.67475)


Least stable: <x>


<w>
# C2H4ClN

2 unconnected molecules or ions with the total composition C2H4ClN (ωB97M-V/def2-TZVPD, the Open Molecules 2025 dataset).

Results
Orbital gap ... 11.290 eV

Atoms and positions in Å:
C (0.82986, 0.91911, -0.03703)
C (0.85525, -0.52434, -0.12180)
N (0.50513, 0.32597, 1.02130)
Cl (-2.70581, -0.06206, -0.23073)
H (-2.16790, -0.32195, 0.85558)
H (0.84645, 1.81454, -0.64410)
H (-0.01013, -1.01330, -0.70687)
H (1.84714, -1.13798, -0.13635)


<x>
# C2H4ClN

2 unconnected molecules or ions with the total composition C2H4ClN (ωB97M-V/def2-TZVPD, the Open Molecules 2025 dataset).

Results
Orbital gap ... 10.086 eV

Atoms and positions in Å:
C (0.06470, 0.94921, -0.20901)
C (-0.92558, 0.18124, -0.43506)
N (0.87635, 1.75322, 0.19277)
Cl (0.64444, -2.93193, 1.41115)
H (-0.91232, -0.91965, -0.39003)
H (0.26261, -1.80649, 0.68630)
H (-1.74351, 0.67500, -0.93708)
H (1.73331, 2.09939, -0.31904)


<y>
# C2H4ClN

A single C2H4ClN molecule (ωB97M-V/def2-TZVPD, the Open Molecules 2025 dataset).

Results
Orbital gap (spin up / spin down) ... 8.073 / 8.074 eV

Atoms and positions in Å:
C (-1.00909, -0.95245, 0.03753)
C (1.07421, 0.48059, -0.12510)
N (-0.19585, 0.13598, 0.08664)
Cl (1.51087, 2.15765, 0.16965)
H (-0.69537, -1.98451, -0.30718)
H (-1.96881, -0.83309, -0.07166)
H (1.90251, -0.05825, -0.23435)
H (-0.61846, 1.05410, 0.44447)


Least stable: <y>


<w>
# C2H4ClN

A single C2H4ClN molecule (ωB97M-V/def2-TZVPD, the Open Molecules 2025 dataset).

Results
Orbital gap (spin up / spin down) ... 8.230 / 7.761 eV

Atoms and positions in Å:
C (0.71372, -0.48279, -0.37221)
C (-1.22973, 1.03536, 0.60404)
N (-0.46023, -0.04395, 0.37594)
Cl (-2.49494, 1.13191, 1.70332)
H (0.80500, -0.09973, -1.46441)
H (1.24267, -1.33484, -0.01314)
H (-1.47867, 1.71011, -0.19908)
H (-0.59475, -0.59269, 1.14262)


<x>
# C2H4ClN

2 unconnected molecules or ions with the total composition C2H4ClN (ωB97M-V/def2-TZVPD, the Open Molecules 2025 dataset).

Results
Orbital gap ... 11.610 eV

Atoms and positions in Å:
C (1.32776, -1.40928, -0.59312)
C (-1.57112, 0.56377, -0.00703)
N (2.39715, -1.02300, -0.28213)
Cl (-0.11954, 1.10804, 1.03868)
H (-2.39964, 0.97575, 0.53441)
H (-1.40913, -0.51203, -0.12336)
H (-1.36680, 1.13122, -0.83717)
H (3.14131, -0.83446, 0.26972)


Least stable: <w>


<w>
# C4H13N2O2

A molecular structure, C4H13N2O2 (ωB97M-V/def2-TZVPD, the Open Molecules 2025 dataset).

Results
Charge ... -1
Orbital gap ... 7.684 eV

Atoms and positions in Å:
N (-2.62958, -0.58587, 0.81476)
C (-0.90274, -0.13229, 0.63791)
C (0.02723, -1.15898, 0.03344)
C (1.50008, -0.82775, 0.36169)
O (1.98144, 0.36181, -0.13013)
C (-0.79019, 1.28182, -0.01378)
N (-1.96364, 2.10908, 0.29923)
H (-1.96646, -0.46737, -0.09096)
H (-2.38038, -0.97839, 1.71264)
H (-0.72448, 0.05226, 1.69586)
H (-0.23388, -2.18998, 0.29044)
H (-0.03421, -1.04086, -1.05071)
H (1.59859, -0.92399, 1.47344)
H (2.18397, -1.62683, 0.04927)
H (0.15899, 1.69863, 0.30754)
H (-0.78619, 1.07534, -1.10334)
H (-2.29751, 2.60694, -0.51072)
H (-2.69081, 1.47252, 0.61406)
H (4.12401, -0.36742, -2.35768)
H (2.60195, 0.12263, -0.95342)
O (3.22381, -0.48128, -2.07955)


<x>
# C4H13N2O2

2 unconnected molecules or ions with the total composition C4H13N2O2 (ωB97M-V/def2-TZVPD, the Open Molecules 2025 dataset).

Results
Charge ... -1
Orbital gap ... 7.392 eV

Atoms and positions in Å:
N (-0.75945, -1.59284, 1.63839)
C (-0.49550, -0.72891, 0.47556)
C (-0.50588, 0.71709, 0.91228)
C (-1.45770, 1.50354, -0.08150)
O (-0.71457, 2.07794, -1.10690)
C (1.05692, -1.08543, 0.12413)
N (1.27338, -1.58134, -1.21949)
H (-0.10047, -2.41611, 1.52691)
H (-1.62763, -2.11278, 1.53058)
H (-1.13646, -0.95783, -0.41331)
H (-1.04235, 1.01649, 1.91951)
H (0.51766, 1.19343, 1.09120)
H (-2.12762, 0.86913, -0.62978)
H (-1.84068, 2.40916, 0.38709)
H (1.91985, -0.37661, 0.33649)
H (1.29253, -1.91868, 0.78962)
H (0.50199, -2.10348, -1.45995)
H (1.29299, -0.71115, -1.92492)
H (1.74295, 2.60664, -1.37351)
H (0.51732, 1.54470, -1.16285)
O (1.69274, 1.64704, -1.35954)


Least stable: <w>


<w>
# C11H44O11

11 unconnected molecules or ions with the total composition C11H44O11 (ωB97M-V/def2-TZVPD, the Open Molecules 2025 dataset).

Results
Orbital gap ... 10.124 eV

Atoms and positions in Å:
C (-4.29205, 1.68646, 1.82106)
O (-3.01813, 1.85364, 1.26222)
H (-4.90177, 2.56110, 1.70084)
H (-4.75813, 0.77219, 1.39404)
H (-4.24320, 1.51505, 2.93372)
H (-3.09101, 1.71838, 0.30421)
C (2.11661, 2.19182, -2.47885)
O (0.79149, 1.57428, -2.44619)
H (2.07856, 2.96183, -3.20399)
H (2.44523, 2.61505, -1.54063)
H (2.80887, 1.40649, -2.79292)
H (0.86505, 0.80245, -3.01102)
C (-1.97034, -1.62824, 2.94984)
O (-1.85149, -2.67063, 2.03689)
H (-2.41105, -0.73309, 2.42706)
H (-2.61878, -1.97664, 3.75992)
H (-1.02018, -1.36268, 3.37998)
H (-1.27726, -3.30222, 2.50880)
C (2.72010, 2.57386, 1.84675)
O (3.69916, 2.10095, 2.69908)
H (3.23485, 2.73613, 0.85365)
H (1.87255, 1.83574, 1.69014)
H (2.27347, 3.51284, 2.18319)
H (3.29405, 2.08319, 3.59980)
C (3.97012, -0.49591, 0.33303)
O (2.99601, -1.30768, -0.28156)
H (3.94347, -0.56640, 1.44272)
H (4.95544, -0.81184, 0.00009)
H (3.80534, 0.52712, 0.06885)
H (2.16576, -0.89688, -0.08647)
C (-0.58037, 0.15725, 0.41553)
O (0.23812, -0.40849, -0.55146)
H (-0.44963, -0.37806, 1.33716)
H (-0.34600, 1.25133, 0.46308)
H (-1.63362, 0.07468, 0.14040)
H (0.42182, 0.35135, -1.11360)
C (1.74145, -2.01973, -3.35583)
O (1.36805, -0.69256, -3.76777)
H (1.99499, -2.03071, -2.28836)
H (0.92868, -2.70141, -3.51459)
H (2.64804, -2.28588, -3.90992)
H (0.69483, -0.76170, -4.43536)
C (-0.58029, 4.19339, 0.93524)
O (-0.01906, 5.25317, 0.22384)
H (-1.64418, 4.10405, 0.72970)
H (-0.11230, 3.26356, 0.57764)
H (-0.41079, 4.23893, 2.03031)
H (-0.61121, 5.59065, -0.43840)
C (0.90975, -4.79963, 1.98905)
O (0.41348, -4.38116, 3.22918)
H (1.44639, -5.73721, 2.10968)
H (0.02502, -4.88792, 1.37058)
H (1.65248, -4.11296, 1.52608)
H (1.06610, -4.47183, 3.90656)
C (-1.20109, -3.25398, -1.58795)
O (-1.08184, -1.94636, -2.03037)
H (-0.35645, -3.90901, -1.77951)
H (-1.37895, -3.28337, -0.50542)
H (-2.07058, -3.71592, -2.05172)
H (-0.54462, -1.46458, -1.35127)
C (-2.57856, 1.38328, -2.48107)
O (-3.58405, 1.29432, -1.47695)
H (-1.93289, 0.49732, -2.49695)
H (-3.02588, 1.58605, -3.47775)
H (-1.96485, 2.27946, -2.21279)
H (-4.02474, 0.44730, -1.51126)


<x>
# C11H44O11

11 unconnected molecules or ions with the total composition C11H44O11 (ωB97M-V/def2-TZVPD, the Open Molecules 2025 dataset).

Results
Orbital gap ... 9.327 eV

Atoms and positions in Å:
C (13.23116, -4.31782, 13.16158)
O (12.96650, -5.26615, 14.17245)
H (12.61771, -4.43100, 12.26676)
H (13.08608, -3.32613, 13.60150)
H (14.30020, -4.35558, 12.92268)
H (13.72429, -5.85208, 14.34074)
C (9.88364, -7.77042, 17.50565)
O (9.65479, -8.60909, 16.38029)
H (10.15706, -8.43606, 18.33492)
H (10.70264, -7.09312, 17.25350)
H (8.95643, -7.28830, 17.80505)
H (10.49807, -8.99404, 16.11485)
C (12.55132, -9.26234, 14.94511)
O (12.01102, -10.11806, 15.93306)
H (13.53295, -9.49355, 14.52398)
H (11.90722, -9.31659, 14.06293)
H (12.53054, -8.22727, 15.29512)
H (12.67562, -10.41831, 16.57244)
C (10.67152, -11.56750, 19.72221)
O (10.61608, -10.65808, 20.82318)
H (11.15983, -12.49959, 20.01644)
H (9.66070, -11.84179, 19.40514)
H (11.16826, -11.11491, 18.86443)
H (10.66880, -11.18296, 21.62442)
C (10.09573, -12.79680, 16.14119)
O (9.17780, -11.70990, 16.09996)
H (10.92396, -12.79505, 15.42964)
H (10.57212, -12.80540, 17.13472)
H (9.49888, -13.70560, 16.07189)
H (9.75099, -10.93167, 16.04303)
C (12.98679, -8.91849, 10.29022)
O (12.14135, -8.43256, 9.26861)
H (13.56317, -9.80625, 10.05852)
H (13.58639, -8.07919, 10.67069)
H (12.41445, -9.07284, 11.21938)
H (11.83375, -7.56248, 9.52854)
C (13.18207, -8.58883, 18.97508)
O (12.43142, -8.56638, 20.17906)
H (13.10654, -7.58904, 18.53623)
H (14.24170, -8.73234, 19.20921)
H (12.69088, -9.32790, 18.34625)
H (11.85792, -9.33691, 20.28399)
C (17.59678, -9.51020, 15.47094)
O (16.28737, -9.46904, 14.86331)
H (18.06473, -10.39995, 15.04821)
H (18.14236, -8.57845, 15.32529)
H (17.52666, -9.65198, 16.55401)
H (16.21969, -10.27856, 14.36131)
C (15.52195, -7.20952, 12.82941)
O (15.00469, -7.10211, 14.14574)
H (16.60057, -7.04368, 12.78264)
H (15.39115, -8.26686, 12.57103)
H (14.96345, -6.60311, 12.12509)
H (15.38551, -7.76573, 14.74188)
C (12.11718, -12.05057, 12.56415)
O (11.23520, -13.16852, 12.38122)
H (11.73464, -11.24886, 11.92419)
H (12.05476, -11.73483, 13.59994)
H (13.06078, -12.38433, 12.12720)
H (11.31958, -13.54856, 11.50630)
C (13.89709, -12.73956, 16.74254)
O (13.95488, -11.51731, 17.47645)
H (14.86840, -13.00332, 16.31957)
H (13.50776, -13.52744, 17.39243)
H (13.17600, -12.63139, 15.93417)
H (14.51494, -11.65354, 18.24463)


<y>
# C11H44O11

11 unconnected molecules or ions with the total composition C11H44O11 (ωB97M-V/def2-TZVPD, the Open Molecules 2025 dataset).

Results
Orbital gap ... 9.490 eV

Atoms and positions in Å:
C (0.27647, -0.68527, -3.99203)
O (0.79159, 0.60991, -4.01357)
H (-0.75692, -0.71092, -4.33781)
H (0.91413, -1.35322, -4.57111)
H (0.25631, -1.04233, -2.96238)
H (0.09049, 1.26566, -4.00640)
C (0.29545, 0.70016, 0.05777)
O (0.91201, -0.30078, 0.84118)
H (-0.60884, 1.13771, 0.48075)
H (0.99438, 1.52984, -0.04814)
H (0.09538, 0.33872, -0.95091)
H (0.20406, -0.87283, 1.14646)
C (-4.51971, 0.98752, 0.02511)
O (-3.21856, 1.48048, -0.27577)
H (-4.86057, 1.65185, 0.81921)
H (-5.20752, 1.06738, -0.81669)
H (-4.53383, 0.01445, 0.51608)
H (-2.99945, 2.13110, 0.39526)
C (-3.01901, -1.49734, -2.17652)
O (-3.68636, -0.30488, -2.47754)
H (-3.38875, -1.82921, -1.20633)
H (-3.38199, -2.22311, -2.90425)
H (-1.93735, -1.41368, -2.28185)
H (-3.30894, 0.32164, -1.85575)
C (0.93259, -2.53992, 5.01818)
O (0.15544, -1.31790, 4.95971)
H (0.68184, -3.23959, 4.22086)
H (2.00107, -2.33474, 4.95215)
H (0.75627, -3.05592, 5.96197)
H (0.24498, -0.90046, 4.09987)
C (1.08575, 2.13796, 3.37392)
O (0.96562, 0.72798, 3.36108)
H (0.15546, 2.65894, 3.14758)
H (1.59446, 2.42921, 4.29287)
H (1.69268, 2.46158, 2.52834)
H (0.93540, 0.48178, 2.43368)
C (-1.96513, -1.52860, 2.44379)
O (-0.87996, -2.16484, 1.79474)
H (-2.01626, -1.66701, 3.52376)
H (-1.94751, -0.46815, 2.19233)
H (-2.87202, -1.97852, 2.03977)
H (-0.98255, -3.09195, 2.02183)
C (3.47087, -1.29897, -1.02210)
O (4.50570, -2.22767, -0.71449)
H (2.54140, -1.70806, -0.62611)
H (3.60380, -0.34657, -0.50892)
H (3.36096, -1.08917, -2.08607)
H (4.28737, -2.78250, 0.03790)
C (1.53753, 4.06243, -2.17741)
O (2.37022, 5.19257, -2.33367)
H (0.55263, 4.35010, -1.80954)
H (1.39578, 3.56278, -3.13572)
H (1.87519, 3.31214, -1.46247)
H (2.06987, 5.71700, -3.07956)
C (-1.94056, 2.41947, -3.34055)
O (-0.80843, 2.94319, -3.97929)
H (-2.71672, 3.18400, -3.37490)
H (-2.20739, 1.51459, -3.88654)
H (-1.59718, 2.16147, -2.33875)
H (-1.10876, 3.54274, -4.66627)
C (2.82745, -3.20342, 2.13018)
O (4.02435, -3.75705, 1.59256)
H (2.32432, -2.66575, 1.32651)
H (2.14615, -3.93318, 2.56765)
H (3.07857, -2.37277, 2.78977)
H (4.46629, -4.19008, 2.32658)


Least stable: <x>